This record from the Open Molecules 2025 dataset describes CH4N2O in the gas phase in a non-equilibrium geometry. The level of theory is ωB97M-V with the def2-TZVPD basis set.

For the gap between HOMO and LUMO (spin up / spin down), the calculation gives 8.3 / 7.5 eV. The calculation puts the energy relative to the best compared isomer or geometry (same formula, charge and spin) at 135.4 kcal per mole. The value obtained for the total energy is -6124.6347 eV. The largest force on an atom comes out at 0.150 hartree/bohr.

Each line ends with the natural charge from an NBO analysis.
Positions of all 8 atoms, in Å:
1 O -0.4851 -1.6176 0.8127  -0.6362
2 N 0.6775 1.6812 -0.9299  -0.5817
3 N 0.1106 0.4144 -0.2517  -0.3831
4 C 0.0347 -1.0414 -0.2944  0.3172
5 H 0.4195 -1.6206 -1.0365  0.1894
6 H 0.1532 2.3117 -0.3908  0.2831
7 H -0.3950 0.6897 0.6403  0.3357
8 H -0.5152 -0.8174 1.4503  0.4754

***

This record from the Open Molecules 2025 dataset describes 2 unconnected molecules or ions with the total composition C6H12N4O2S in a non-equilibrium geometry. The level of theory is ωB97M-V with the def2-TZVPD basis set.

For the gap between HOMO and LUMO, the calculation gives 8.6 eV. The calculation puts the energy relative to the best compared isomer or geometry (same formula, charge and spin) at 10.2 kcal per mole. The value obtained for the total energy is -27304.4519 eV. The largest force on an atom comes out at 0.033 hartree/bohr.

Each line ends with the natural charge from an NBO analysis.
Positions of all 25 atoms, in Å:
1 S -4.9997 -0.1778 -0.2910  1.4414
2 O -6.0101 1.1745 -0.1459  -0.9138
3 O 2.3228 1.3434 0.2143  -0.4828
4 N -4.6101 -0.5846 1.1326  -1.1629
5 N 2.4259 -1.0362 0.2575  -0.4601
6 N -3.6188 0.7001 -0.7104  -1.0611
7 N -1.5834 -1.2100 -0.1740  -0.6661
8 C 0.3529 0.0828 0.1373  -0.3321
9 C -0.3522 -1.1652 0.1288  0.1223
10 C 1.7054 0.1328 0.2180  0.4698
11 C 3.7349 1.3349 0.3123  -0.0593
12 C 3.6436 -1.0348 -0.0978  0.1678
13 C 4.3425 0.2139 -0.5371  -0.5204
14 H 4.0271 1.1935 1.3636  0.1776
15 H -2.0128 -2.1298 -0.1221  0.3522
16 H 5.4195 0.1500 -0.3950  0.2334
17 H -5.7949 1.6380 0.6673  0.4839
18 H 4.1369 0.4001 -1.5958  0.2379
19 H 4.0590 2.3252 -0.0150  0.2044
20 H 0.2519 -2.0394 0.3912  0.1807
21 H 4.1775 -1.9745 -0.0594  0.1878
22 H -2.7793 0.1688 -0.4559  0.4288
23 H -3.6143 0.9503 -1.6897  0.3721
24 H -0.2072 0.9987 0.0445  0.2313
25 H -5.0171 -1.4546 1.4216  0.3673

***

This record from the Open Molecules 2025 dataset describes 2 unconnected molecules or ions with the total composition C3H10O3SSi in a non-equilibrium geometry. The level of theory is ωB97M-V with the def2-TZVPD basis set.

For the gap between HOMO and LUMO, the calculation gives 9.6 eV. The calculation puts the energy relative to the best compared isomer or geometry (same formula, charge and spin) at 40.0 kcal per mole. The value obtained for the total energy is -28129.1024 eV. The largest force on an atom comes out at 0.056 hartree/bohr.

Each line ends with the natural charge from an NBO analysis.
Positions of all 18 atoms, in Å:
1 S 0.7581 1.0996 0.8480  0.4882
2 Si 2.9690 -0.8565 -0.0685  1.9841
3 O 1.2031 1.9484 -0.5383  -0.8548
4 O 4.2324 -0.8938 0.8876  -1.0972
5 O 2.9488 -0.0757 -1.3865  -1.2435
6 C -0.6263 0.0432 0.2075  -0.5465
7 C -1.9766 0.6846 0.0547  -0.4348
8 C -3.1265 -0.3396 -0.0799  -0.6132
9 H -0.1363 -0.3563 -0.6480  0.2284
10 H -2.6714 -1.2556 -0.6292  0.2001
11 H -2.0310 1.3562 -0.8503  0.2251
12 H -0.6733 -0.8700 0.9469  0.2216
13 H -4.0230 0.0911 -0.5861  0.2210
14 H 1.8120 1.4165 -1.0626  0.5181
15 H 1.9914 -1.7323 0.5794  -0.2355
16 H -2.1838 1.2917 1.0234  0.2118
17 H -3.5406 -0.8140 0.8244  0.2107
18 H 5.0741 -0.7374 0.4774  0.5165

***

This record from the Open Molecules 2025 dataset describes a molecular structure, C4H11GaO2 in a non-equilibrium geometry. The level of theory is ωB97M-V with the def2-TZVPD basis set.

For the gap between HOMO and LUMO (spin up / spin down), the calculation gives 8.1 / 8.2 eV. As for the charge: +1. As for the spin multiplicity: 2. The expectation value of S² is 0.76. The calculation puts the energy relative to the best compared isomer or geometry (same formula, charge and spin) at 74.0 kcal per mole. The value obtained for the total energy is -60785.1644 eV. The largest force on an atom comes out at 0.055 hartree/bohr.

Each line ends with the Mulliken spin population.
Positions of all 18 atoms, in Å:
1 Ga -1.2323 -0.7135 1.1314  0.0720
2 O -1.8938 0.5222 -0.2882  0.0674
3 O 2.0040 -0.6746 2.1539  0.0015
4 C -0.8427 0.7098 -1.2059  0.7113
5 C -3.2028 0.7847 -0.7570  0.0162
6 C 0.4491 0.3758 -0.5407  0.1826
7 C 3.0358 -1.2398 1.3757  0.0006
8 H 0.8710 1.0946 0.1768  0.0017
9 H -3.3070 1.8676 -0.9158  -0.0128
10 H 0.3772 1.4713 -1.4200  -0.0668
11 H -1.0922 0.3530 -2.2126  0.0083
12 H -3.8769 0.4116 0.0235  0.0020
13 H 3.3384 -0.5661 0.5569  0.0008
14 H 0.8993 -0.5609 -0.9102  0.0156
15 H 3.9018 -1.3993 2.0310  -0.0001
16 H 2.7361 -2.2032 0.9313  0.0007
17 H -3.4118 0.2596 -1.7005  0.0022
18 H 1.2468 -0.4929 1.5705  -0.0033

***

This record from the Open Molecules 2025 dataset describes 10 unconnected molecules or ions with the total composition C33H66O13 in a non-equilibrium geometry. The level of theory is ωB97M-V with the def2-TZVPD basis set.

For the gap between HOMO and LUMO, the calculation gives 9.8 eV. The calculation puts the energy relative to the best compared isomer or geometry (same formula, charge and spin) at 1.2 kcal per mole. The value obtained for the total energy is -61907.9374 eV. The largest force on an atom comes out at 0.073 hartree/bohr.

Each line ends with the Löwdin charge.
Positions of all 112 atoms, in Å:
1 O 24.1821 13.6371 13.0756  0.1020
2 O 24.4111 11.5331 13.8087  -0.0031
3 O 16.0116 8.5040 19.2538  0.0481
4 O 10.5514 7.9749 15.2107  0.0690
5 O 20.1079 7.7013 11.3407  0.0819
6 O 19.7508 7.3271 15.4577  0.0199
7 O 15.8767 8.3380 12.3647  0.0501
8 O 18.2797 15.8572 17.1620  0.0500
9 O 21.0600 14.1550 9.0883  0.0669
10 O 21.2419 8.9508 19.0735  0.0094
11 O 12.3480 8.0006 16.6256  0.0101
12 O 22.9204 9.9924 20.1874  0.0742
13 O 18.3796 12.2947 13.5898  0.0406
14 C 15.7273 9.9164 21.2082  -0.0211
15 C 16.3868 9.4731 19.9126  -0.4663
16 C 18.5311 11.0994 13.7325  -0.4402
17 C 19.5127 15.2782 15.2477  -0.0232
18 C 18.6085 6.8564 15.4970  -0.4882
19 C 21.9532 9.2364 20.1216  -0.5435
20 C 23.7201 12.5566 13.3747  -0.5368
21 C 21.0105 10.8453 17.5519  -0.0614
22 C 15.5188 9.0554 10.1026  -0.0099
23 C 11.0840 7.8357 16.3193  -0.5417
24 C 19.0189 13.5665 17.1681  -0.0199
25 C 26.7334 11.4870 12.9703  -0.0535
26 C 21.6496 8.3460 21.3491  0.0278
27 C 18.1550 10.3744 15.0499  0.0099
28 C 25.7591 11.6491 14.1600  -0.2238
29 C 19.2607 13.6573 10.5924  -0.0151
30 C 15.2559 10.6615 12.2136  0.0037
31 C 22.2007 12.2885 13.3918  0.0356
32 C 22.0657 6.6261 10.6897  -0.0139
33 C 19.5795 12.5001 8.3096  -0.0308
34 C 17.8887 6.5244 14.2044  -0.0110
35 C 21.0713 7.7564 10.6615  -0.5171
36 C 20.0938 13.4574 9.3290  -0.4897
37 C 21.6306 9.4555 17.8248  -0.2052
38 C 18.9018 14.9735 16.5875  -0.4619
39 C 14.6074 9.0588 16.3465  -0.0533
40 C 10.2818 7.3881 17.5280  0.0099
41 C 13.2119 8.7938 15.7324  -0.1792
42 C 17.4842 10.3361 19.4004  -0.0244
43 C 15.6060 9.2584 11.6349  -0.4564
44 C 17.9749 6.6550 16.8280  -0.0094
45 C 21.2850 8.9392 9.7496  -0.0074
46 C 18.9498 10.3071 12.5071  -0.0202
47 H 17.0510 7.2138 16.9778  0.0598
48 H 18.2040 13.4470 10.4276  0.0789
49 H 19.0667 10.0595 15.5576  0.0638
50 H 21.6618 13.1387 13.8099  0.0764
51 H 19.4117 13.5837 18.1847  0.0857
52 H 13.2792 8.2658 14.7812  0.1156
53 H 18.5592 12.6988 7.9814  0.0827
54 H 18.4285 9.3519 12.4447  0.0598
55 H 16.1498 11.2114 11.9192  0.0653
56 H 19.1030 14.6015 14.4979  0.0644
57 H 26.6370 10.4839 12.5549  0.0701
58 H 18.0518 13.0711 17.2542  0.0761
59 H 26.4885 12.1415 12.1338  0.0744
60 H 14.3937 9.7891 17.1268  0.0768
61 H 19.3554 16.3101 14.9339  0.0857
62 H 17.7518 5.5887 16.8638  0.0933
63 H 19.7015 13.0246 11.3628  0.0537
64 H 21.1757 8.7338 8.6847  0.0937
65 H 19.9432 10.6852 17.7048  0.0497
66 H 14.9792 8.1083 16.7293  0.0621
67 H 20.6862 8.5187 21.8288  0.0777
68 H 15.2996 10.9173 21.1501  0.0843
69 H 15.6118 7.9997 9.8479  0.0799
70 H 20.0154 10.0843 12.4519  0.0738
71 H 20.6361 9.7333 10.1189  0.0534
72 H 21.7084 5.7715 10.1152  0.0892
73 H 18.5967 10.8216 11.6134  0.0701
74 H 16.4068 9.9740 22.0586  0.0819
75 H 14.3690 11.1498 11.8097  0.0823
76 H 17.8359 5.4367 14.2509  0.0897
77 H 27.7642 11.6407 13.2897  0.0765
78 H 21.9247 12.0824 12.3577  0.0786
79 H 22.7049 9.4051 17.6476  0.1294
80 H 18.4112 6.8818 13.3171  0.0691
81 H 21.7213 7.3347 20.9489  0.0834
82 H 12.8491 9.7847 15.4590  0.1202
83 H 16.8703 6.9127 14.1918  0.0645
84 H 21.2939 11.2966 16.6011  0.0689
85 H 21.1479 8.8142 17.0874  0.1008
86 H 19.7355 12.9921 16.5811  0.0492
87 H 17.6478 11.0621 15.7266  0.0706
88 H 15.1683 10.6449 13.2999  0.0683
89 H 9.2547 7.1326 17.2672  0.0849
90 H 22.2941 9.2996 9.9492  0.0846
91 H 20.5882 15.1016 15.2294  0.0790
92 H 17.7945 9.9173 18.4431  0.0674
93 H 23.0592 6.9038 10.3376  0.0760
94 H 20.0909 12.6061 7.3528  0.0854
95 H 16.2770 9.6374 9.5786  0.0738
96 H 22.1861 6.3049 11.7243  0.0873
97 H 17.5336 9.4934 14.8899  0.0615
98 H 18.6917 6.9663 17.5878  0.0858
99 H 21.2974 11.5383 18.3428  0.0793
100 H 25.9455 12.5717 14.7096  0.1236
101 H 25.9304 10.8642 14.8968  0.1206
102 H 10.2616 8.1788 18.2780  0.0832
103 H 19.3390 14.6928 10.9238  0.0883
104 H 15.3007 9.5192 15.6426  0.0528
105 H 18.3388 10.3754 20.0759  0.0898
106 H 14.9119 9.2633 21.5193  0.0804
107 H 21.9790 11.4425 14.0424  0.0690
108 H 22.5067 8.5371 21.9949  0.0826
109 H 19.5594 11.4764 8.6835  0.0661
110 H 17.1902 11.3577 19.1594  0.0861
111 H 10.7333 6.5764 18.0985  0.0831
112 H 14.5495 9.3685 9.7145  0.0780

***

This record from the Open Molecules 2025 dataset describes a molecular structure, C8H12O in a non-equilibrium geometry. The level of theory is ωB97M-V with the def2-TZVPD basis set.

For the gap between HOMO and LUMO, the calculation gives 10.0 eV. The calculation puts the energy relative to the best compared isomer or geometry (same formula, charge and spin) at 147.4 kcal per mole. The value obtained for the total energy is -10531.5710 eV. The largest force on an atom comes out at 0.118 hartree/bohr.

Each line ends with the natural charge from an NBO analysis.
Positions of all 21 atoms, in Å:
1 O -0.6034 -0.7975 -1.0931  -0.5452
2 C -2.0019 -0.6325 -0.8094  -0.0753
3 C 1.5438 0.1375 -0.0691  -0.0246
4 C -0.8226 -0.2387 1.1634  -0.4203
5 C 2.3659 1.1607 -0.4773  -0.4077
6 C -0.0007 0.1611 -0.0417  0.2312
7 C 2.0710 -1.3452 0.0703  -0.6878
8 C -1.8978 0.3158 0.3201  -0.2760
9 C -1.0169 1.3507 -0.2116  -0.4259
10 H -0.7958 2.2744 0.4214  0.2174
11 H -1.0446 -1.3333 1.4246  0.2195
12 H -0.5489 0.3764 2.1452  0.2285
13 H 2.3127 -1.4049 1.3645  0.2221
14 H 3.2635 -1.2704 -0.6676  0.2366
15 H 3.4177 1.1100 -0.1156  0.2170
16 H 1.2422 -2.3486 -0.2630  0.2856
17 H -2.3613 -1.5486 -0.2616  0.1542
18 H 1.8629 2.1406 -0.8847  0.2161
19 H -1.1804 1.8894 -1.1601  0.2223
20 H -2.8664 -0.5329 -1.5810  0.2048
21 H -2.9389 0.5362 0.7262  0.2077

***

This record from the Open Molecules 2025 dataset describes C5H9N3 in the gas phase in a non-equilibrium geometry. The level of theory is ωB97M-V with the def2-TZVPD basis set.

For the gap between HOMO and LUMO, the calculation gives 9.7 eV. The calculation puts the energy relative to the best compared isomer or geometry (same formula, charge and spin) at 158.0 kcal per mole. The value obtained for the total energy is -9794.6172 eV. The largest force on an atom comes out at 0.216 hartree/bohr.

Each line ends with the natural charge from an NBO analysis.
Positions of all 17 atoms, in Å:
1 N -0.6348 1.6987 -0.0741  -0.4681
2 N 0.8895 0.0680 -0.6288  -0.2920
3 N 0.2930 -1.0634 -0.3977  -0.4352
4 C 0.4944 1.4289 -0.3728  0.2736
5 C -1.9815 -0.4337 -0.4500  -0.4581
6 C -0.9101 -0.8325 0.3133  -0.1308
7 C 2.2103 -0.2179 0.3435  -0.4686
8 C -1.4050 0.6401 0.4696  -0.0581
9 H -2.9112 -0.5828 -0.0867  0.2202
10 H 2.9736 0.6169 0.1095  0.1846
11 H -1.9592 0.7816 1.5041  0.2214
12 H 1.7156 -0.2131 1.4195  0.2085
13 H -1.0896 -1.8110 0.9326  0.2175
14 H 1.1477 2.2282 -0.4596  0.1909
15 H 0.0271 -1.3338 -1.2831  0.3445
16 H -1.9164 0.0117 -1.4627  0.2212
17 H 3.0567 -0.9856 0.1233  0.2284